A cluster of 2 separate species, C13H21N2O5P in total, computed with ωB97M-V with the def2-TZVPD basis set.

Geometry as XYZ:
```
42
Properties=species:S:1:pos:R:3:mulliken_charge:R:1
C 1.21 0.22 3.86 -1.30
C 0.27 1.22 3.25 0.43
N 0.59 2.38 2.85 -0.73
C -1.16 0.77 3.09 -0.57
P -1.54 0.16 1.36 -0.16
C -0.17 -1.05 1.07 -0.34
N -0.37 -1.59 -0.28 -0.61
C -2.87 -1.05 1.80 -0.88
C -4.15 -0.41 2.36 -0.74
C -4.69 0.72 1.49 -0.46
O -5.03 0.17 0.22 -0.53
H 0.99 -0.79 3.52 0.31
H 2.25 0.46 3.62 0.41
H 1.09 0.24 4.94 0.34
H 1.59 2.54 2.97 0.27
H -1.81 1.63 3.25 0.37
H -1.39 0.00 3.84 0.45
H -0.22 -1.87 1.79 0.30
H 0.80 -0.54 1.21 0.30
H 0.22 -2.41 -0.41 0.28
H -0.05 -0.91 -0.95 0.19
H -2.48 -1.78 2.51 0.51
H -3.11 -1.58 0.88 0.44
H -3.98 -0.02 3.37 0.30
H -4.93 -1.17 2.43 0.41
H -5.58 1.15 1.97 0.33
H -3.95 1.51 1.38 0.39
H -4.89 0.84 -0.46 0.31
C 4.56 -0.03 -4.11 -1.00
C 3.93 -0.01 -2.93 0.32
C 2.41 0.10 -2.82 1.07
O 1.96 0.10 -1.69 -0.57
C 1.63 0.19 -4.02 -1.06
C 2.27 0.17 -5.20 0.36
C 3.78 0.05 -5.32 1.06
O 4.23 0.04 -6.45 -0.63
O 1.66 0.25 -6.38 -0.58
O 4.53 -0.08 -1.76 -0.59
H 5.64 -0.11 -4.19 0.43
H 0.55 0.28 -3.94 0.45
H 2.38 0.20 -7.05 0.38
H 3.81 -0.03 -1.09 0.35
```

- Orbital gap: 6.862 eV
- Structure (SMILES): [H]/N=C(\C)CP(CN)CCCO.O=C1C=C(O)C(=O)C=C1O
- Total energy: -36327.0767 eV
- Highest occupied orbital energy: -8.47 eV
- Largest force on an atom: 0.3 eV Å⁻¹
- Net charge: 0



A structure of composition C30H45BiNO3P2S at a distorted geometry, computed with ωB97M-V with the def2-TZVPD basis set.

Geometry as XYZ:
```
83
Properties=species:S:1:pos:R:3:mulliken_charge:R:1
Bi 1.67 0.34 -0.75 0.56
C -3.69 1.87 -0.38 0.59
C -3.50 1.44 -1.72 0.26
C -4.47 -0.29 -0.56 0.84
C -4.32 0.80 0.33 0.52
C -3.96 0.10 -1.83 0.58
C -3.39 3.21 0.17 -1.74
H -2.60 3.70 -0.41 0.35
H -3.08 3.13 1.22 0.39
H -4.28 3.86 0.13 0.31
C -4.78 0.85 1.73 -1.28
H -4.79 1.88 2.10 0.44
H -4.13 0.24 2.39 0.08
H -5.80 0.44 1.81 0.38
C -5.12 -1.58 -0.25 -1.59
H -6.18 -1.56 -0.54 0.37
H -5.07 -1.78 0.83 0.33
H -4.63 -2.40 -0.79 0.35
C -4.01 -0.71 -3.05 -1.54
H -4.98 -0.63 -3.56 0.28
H -3.85 -1.77 -2.82 0.32
H -3.24 -0.38 -3.76 0.36
C -3.03 2.27 -2.85 -1.56
H -3.87 2.72 -3.40 0.30
H -2.45 1.67 -3.56 0.37
H -2.41 3.10 -2.48 0.32
C 4.24 0.95 0.78 -0.64
C 3.90 2.35 0.44 0.27
C 4.19 2.88 -0.97 -1.20
C 4.18 1.89 -2.22 -1.29
C 3.26 0.67 -2.11 0.50
C 3.89 -0.66 -1.90 -1.35
C 5.11 -0.74 -1.05 -0.76
C 5.41 0.35 0.09 -1.18
H 5.20 3.34 -0.85 0.51
H 5.23 1.57 -2.30 0.38
H 3.46 3.68 -1.19 0.45
H 5.97 1.21 -0.34 0.37
H 4.33 0.87 1.86 0.58
H 4.42 3.04 1.16 0.63
H 6.02 -0.16 0.88 0.39
H 5.16 -1.72 -0.54 0.26
H 3.95 -1.44 -2.70 0.61
H 6.01 -0.71 -1.68 0.43
H 3.86 2.50 -3.12 0.34
H 2.43 0.73 -2.86 0.87
P 2.15 2.54 0.90 0.22
C 2.00 2.11 2.62 -0.43
C 1.18 3.36 -0.41 -1.35
P 2.66 -2.42 -1.48 0.67
C 2.51 -1.54 0.14 -0.30
C 1.59 -1.91 -3.00 -1.02
C 2.70 -4.13 -0.79 -0.95
H 1.06 1.51 2.68 0.05
H 1.91 3.10 3.13 0.42
H 2.89 1.57 3.00 0.37
H 1.42 3.26 -1.50 0.50
H 1.20 4.43 -0.16 0.54
H 0.18 2.90 -0.27 0.38
H 3.67 -4.10 -0.26 0.38
H 2.79 -4.99 -1.46 0.41
H 1.96 -4.37 -0.01 0.22
H 2.22 -1.85 1.16 0.45
H 3.15 -0.60 0.27 -0.32
H 0.71 -2.49 -3.33 0.45
H 2.28 -1.95 -3.86 0.49
H 1.23 -0.88 -2.94 0.15
O 0.00 -3.50 0.83 -0.68
S -1.09 -2.54 0.76 1.03
O -2.08 -2.58 -0.31 -0.61
N -0.56 -1.00 1.02 0.15
C -1.04 -0.33 2.12 0.12
O -0.83 0.88 2.34 -0.99
C -1.80 -1.31 2.95 0.05
C -2.35 -1.14 4.24 -0.36
C -2.93 -2.24 4.86 -0.52
C -3.02 -3.50 4.26 -0.71
C -2.49 -3.63 2.97 -0.61
C -1.93 -2.54 2.32 0.29
H -2.27 -0.17 4.74 0.45
H -3.34 -2.12 5.86 0.40
H -3.50 -4.34 4.78 0.42
H -2.51 -4.59 2.49 0.49
```

- Orbital gap (spin up / spin down): 3.711 / 3.780 eV
- Total energy: -74706.8359 eV
- Highest occupied orbital energy (spin up / spin down): -8.15 / -8.23 eV
- Largest force on an atom: 7.3 eV Å⁻¹
- Net charge: +1



A structure of composition C13H23CsN2O10P2S at a distorted geometry, computed with ωB97M-V with the def2-TZVPD basis set.

Geometry as XYZ:
```
52
Properties=species:S:1:pos:R:3:mulliken_charge:R:1
Cs 0.58 -1.53 -0.98 1.32
C 3.20 1.58 2.38 -1.89
C 2.62 0.17 2.29 1.28
O 2.91 -0.59 3.48 -0.63
P 3.38 -0.75 0.92 0.47
O 4.96 -0.53 1.05 -0.53
O 3.23 -2.29 1.31 -0.48
O 2.87 -0.43 -0.43 -0.76
P 0.77 0.15 2.11 0.44
O 0.48 1.35 1.04 -0.14
O 0.24 0.55 3.44 -0.83
O 0.49 -1.16 1.44 -0.69
H 4.23 1.53 2.73 0.43
H 2.60 2.17 3.08 0.43
H 3.17 2.09 1.41 0.31
H 2.15 -0.46 4.07 0.39
H 5.28 0.13 0.42 0.34
H 3.20 -2.34 2.29 0.39
H 0.06 2.02 1.60 0.24
O -1.77 -0.27 -1.86 -0.12
C -1.20 0.25 -2.68 0.03
N -2.57 7.19 -0.84 -0.36
C -2.85 5.86 -0.95 0.32
O -3.99 5.44 -0.93 -0.61
C -1.68 4.93 -1.09 0.55
C -0.38 5.22 -0.68 -0.24
C 0.62 4.29 -0.88 -0.72
C 0.31 3.08 -1.50 -0.23
N -0.94 2.79 -1.84 -0.32
C -1.91 3.69 -1.66 -0.40
H -3.35 7.82 -0.79 0.23
H -1.65 7.55 -1.00 0.18
H -0.15 6.16 -0.19 0.35
H 1.63 4.50 -0.56 0.41
H 1.06 2.32 -1.67 0.43
H -2.91 3.40 -1.95 0.43
C 0.42 -5.54 -0.19 -0.94
C -0.53 -5.97 -1.30 -0.48
S -1.53 -4.66 -1.95 0.27
O -0.57 -3.48 -2.13 -0.63
C -2.49 -4.26 -0.49 -0.13
C -3.80 -3.57 -0.90 -1.26
H 0.97 -6.41 0.17 0.39
H -0.11 -5.11 0.66 0.29
H 1.15 -4.81 -0.53 0.16
H -1.23 -6.75 -0.97 0.41
H 0.01 -6.36 -2.16 0.37
H -1.91 -3.58 0.14 0.09
H -2.67 -5.19 0.05 0.46
H -3.60 -2.66 -1.46 0.27
H -4.36 -3.30 -0.01 0.36
H -4.42 -4.22 -1.52 0.36
```

- Orbital gap: 9.513 eV
- Energy above the lowest of the compared OMol25 structures with the same formula, charge and spin: 2.012 eV
- Total energy: -67275.7845 eV
- Highest occupied orbital energy: -9.38 eV
- Largest force on an atom: 2.8 eV Å⁻¹
- Net charge: 0



A structure of composition C10H14SSi at a distorted geometry, computed with ωB97M-V with the def2-TZVPD basis set.

Geometry as XYZ:
```
26
Properties=species:S:1:pos:R:3:mulliken_charge:R:1
C 2.56 -3.62 0.60 -0.28
C 1.86 -3.46 -0.61 -0.40
C 2.33 -2.69 1.60 -0.57
C 0.92 -2.45 -0.80 -0.54
C 1.38 -1.68 1.39 -0.19
C 0.67 -1.54 0.18 0.27
C -1.67 2.17 -1.30 -0.92
C -0.66 1.03 -1.33 -1.06
C -1.45 3.16 -0.15 -0.72
C -0.85 1.21 2.00 -1.14
Si -0.87 -0.33 0.03 0.53
S -2.01 2.45 1.43 -0.14
H 3.20 -4.54 0.63 0.31
H 1.91 -4.35 -1.38 0.19
H 2.75 -2.74 2.56 0.42
H 0.32 -2.29 -1.62 0.42
H 1.09 -0.97 2.14 0.30
H -1.57 2.63 -2.19 0.50
H -2.68 1.99 -1.12 0.36
H -0.63 0.69 -2.28 0.67
H 0.33 1.30 -1.21 0.52
H -0.41 3.32 0.06 0.37
H -2.08 3.95 -0.38 0.36
H -1.30 0.50 2.71 0.41
H -0.04 1.65 2.44 0.48
H -2.04 -1.08 0.26 -0.17
```

- Orbital gap: 8.346 eV
- Energy above the lowest of the compared OMol25 structures with the same formula, charge and spin: 1.461 eV
- Total energy: -29306.8656 eV
- Highest occupied orbital energy: -7.62 eV
- Largest force on an atom: 5.2 eV Å⁻¹
- Net charge: 0



An isolated molecule of C21H27F3NO3P at a distorted geometry, computed with ωB97M-V with the def2-TZVPD basis set.

Geometry as XYZ:
```
56
Properties=species:S:1:pos:R:3:mulliken_charge:R:1
C -1.63 -3.71 -1.78 -0.75
C -0.33 -3.23 -2.42 -0.53
C -0.25 -1.71 -2.45 -0.71
H 0.62 -1.38 -3.03 0.40
H -1.15 -1.29 -2.90 0.30
O -0.12 -1.23 -1.12 0.20
P 0.30 0.30 -0.94 0.79
O 1.38 0.76 -1.83 -0.95
O -1.09 1.06 -1.24 -0.24
C -1.05 2.37 -1.78 -0.90
C -0.74 3.41 -0.72 0.53
C -0.74 4.82 -1.30 -1.59
H -0.51 5.55 -0.52 0.40
H -1.72 5.06 -1.70 0.36
H -0.01 4.91 -2.09 0.37
H 0.25 3.18 -0.31 0.14
H -1.48 3.34 0.09 0.09
H -2.04 2.54 -2.21 0.42
H -0.29 2.41 -2.57 0.34
H 0.52 -3.62 -1.86 0.24
H -0.26 -3.60 -3.45 0.38
H -1.73 -3.29 -0.78 -0.04
H -2.48 -3.39 -2.37 0.31
H -1.64 -4.79 -1.71 0.39
C 0.64 0.33 0.90 0.37
N 0.02 -0.78 1.59 -0.27
C -1.33 -1.02 1.51 0.57
C -2.24 0.01 1.28 -0.17
C -3.60 -0.27 1.23 -0.21
C -4.08 -1.56 1.42 -0.93
C -3.18 -2.57 1.69 -0.57
C -1.82 -2.31 1.72 -0.74
H -1.12 -3.11 1.91 0.41
H -3.53 -3.58 1.85 0.41
H -5.14 -1.75 1.38 0.46
C -4.56 0.84 0.92 0.84
F -4.95 0.83 -0.37 -0.27
F -5.70 0.76 1.64 -0.29
F -4.06 2.06 1.14 -0.28
H -1.91 1.02 1.14 0.65
H 0.58 -1.62 1.55 0.34
C 2.13 0.29 1.05 -0.22
C 2.82 1.31 1.70 -0.60
C 4.19 1.26 1.81 -0.89
C 4.91 0.19 1.28 1.01
C 4.22 -0.82 0.64 -1.07
C 2.84 -0.77 0.52 -0.22
H 2.31 -1.56 0.00 0.35
H 4.76 -1.65 0.21 0.39
C 6.41 0.15 1.38 -1.46
H 6.75 -0.86 1.59 0.37
H 6.77 0.81 2.16 0.37
H 6.85 0.46 0.43 0.28
H 4.72 2.06 2.31 0.35
H 2.27 2.15 2.11 0.40
H 0.25 1.27 1.31 0.68
```

- Orbital gap: 8.955 eV
- Structure (SMILES): CCCOP(=O)(OCCC)[C@@H](Nc1cccc(C(F)(F)F)c1)c1ccc(C)cc1
- Energy above the lowest of the compared OMol25 structures with the same formula, charge and spin: 0.226 eV
- Total energy: -47292.5926 eV
- Highest occupied orbital energy: -8.20 eV
- Largest force on an atom: 1.0 eV Å⁻¹
- Net charge: 0